(1)
Computed, not measured: a structure of composition C15H26F6NO3P2Pb, with ωB97M-V/def2-TZVPD.

Summary:
* HOMO-LUMO gap: 5.2 eV
* electronic energy: -2342.11856 Ha
* M: 651.5 g/mol
* lowest unoccupied orbital energy: -4.005 eV
* ΔE to the lowest compared entry with this formula, charge and spin: 0.0 kJ/mol
* HOMO: -9.17 eV
* net charge: +1

Each line ends with the natural charge from an NBO analysis.
Cartesian coordinates (Å):
Pb -0.9674 -0.1969 0.2970  1.057
P 0.0420 2.1387 1.1916  0.960
C 0.6682 2.9116 -0.2553  -0.894
C 1.3521 2.1575 -1.2430  0.241
N 1.0409 0.8201 -1.4469  -0.625
C 1.9318 0.0551 -2.0871  0.230
C 3.0786 0.5800 -2.6827  -0.335
C 3.2700 1.9605 -2.7048  -0.129
C 2.4096 2.7593 -1.9829  -0.284
C 1.6957 -1.4399 -2.1208  -0.739
P -0.0911 -1.8301 -1.9103  0.824
H 2.5364 3.8268 -1.8565  0.223
H 3.7832 -0.1006 -3.1518  0.221
H 4.1374 2.3929 -3.2039  0.229
H 2.0713 -1.8282 -3.0741  0.250
H 2.2572 -1.9148 -1.3002  0.261
H -2.7169 4.0045 -3.7972  0.490
H 0.9152 3.9755 -0.2356  0.240
H -2.0885 1.0456 -3.0053  0.569
O -2.8310 3.4127 -3.0600  -0.977
H -2.5344 3.9263 -2.2858  0.491
H -1.8506 -0.1493 -1.7949  0.477
O -2.4193 0.1995 -2.7324  -0.841
H -3.3742 0.2448 -2.5623  0.559
C -0.5958 -1.9603 -3.6543  -0.941
H 0.0287 -2.6877 -4.1886  0.250
H -1.6355 -2.3275 -3.7001  0.239
H -0.5263 -0.9934 -4.1732  0.241
C 0.1031 -3.5885 -1.4803  -0.937
H -0.8934 -4.0429 -1.3983  0.245
H 0.6778 -4.1252 -2.2564  0.243
H 0.6061 -3.6802 -0.5043  0.256
C 1.4140 1.6359 2.2663  -0.982
H 1.6099 2.4607 2.9632  0.244
H 1.1813 0.7139 2.8103  0.258
H 2.3002 1.4611 1.6472  0.256
C -0.9170 3.3486 2.1411  -0.940
H -1.4224 2.8285 2.9690  0.254
H -0.2486 4.1204 2.5492  0.255
H -1.6877 3.8205 1.5150  0.250
C 0.1454 -3.5391 2.9129  -0.630
C -0.5404 -2.1938 2.7304  0.101
O 0.0732 -1.5133 1.6799  -0.883
C -2.0591 -2.4645 2.4432  0.957
F -2.6733 -3.1788 3.4168  -0.301
F -2.7914 -1.3121 2.2743  -0.327
F -2.2080 -3.1667 1.2641  -0.332
C -0.4009 -1.3021 4.0037  0.961
F -0.8898 -1.8700 5.1323  -0.310
F 0.9137 -1.0142 4.2319  -0.318
F -1.0349 -0.0971 3.8720  -0.332
H 0.0007 -4.1151 1.9866  0.232
H -0.2673 -4.0714 3.7726  0.243
H 1.2179 -3.3389 3.0406  0.247


(2)
Computed, not measured: a cluster of 2 separate species, CH9N2 in total, with ωB97M-V/def2-TZVPD.

Summary:
* HOMO-LUMO gap: 12.2 eV
* electronic energy: -152.77009 Ha
* M: 49.1 g/mol
* lowest unoccupied orbital energy: -3.475 eV
* ΔE to the lowest compared entry with this formula, charge and spin: 16.6 kJ/mol
* HOMO: -15.64 eV
* net charge: +1

Each line ends with the natural charge from an NBO analysis.
Cartesian coordinates (Å):
N -0.4609 1.9617 -0.1758  -1.096
H 0.1966 2.5079 0.3749  0.382
H -1.3690 2.1515 0.2298  0.396
H 0.3635 0.3613 0.1042  0.469
H -0.4181 2.3764 -1.0991  0.395
C -0.2879 -1.6818 -0.0293  -0.408
N 0.7725 -0.6143 0.1172  -0.706
H -0.7175 -1.7985 0.9549  0.230
H -1.0115 -1.2933 -0.7261  0.238
H 0.1883 -2.6149 -0.2677  0.239
H 1.5609 -0.6545 -0.5294  0.434
H 1.1829 -0.7015 1.0464  0.426


(3)
Computed, not measured: a cluster of 17 separate species, C26H86O17 in total, with ωB97M-V/def2-TZVPD.

Summary:
* HOMO-LUMO gap: 9.9 eV
* electronic energy: -2321.15258 Ha
* M: 671.0 g/mol
* lowest unoccupied orbital energy: 0.298 eV
* HOMO: -9.62 eV

Each line ends with the Löwdin charge.
Cartesian coordinates (Å):
O -0.0386 1.5952 -2.1389  -0.080
H 0.5051 2.4554 -2.1734  0.045
H 0.0416 1.2329 -3.0162  -0.004
O -1.5272 5.0144 1.3406  -0.054
H -0.9655 4.2515 1.5863  0.017
H -1.2455 5.8088 1.8293  0.078
O -0.2531 1.4033 -5.1497  -0.055
H 0.6711 1.1451 -5.2111  0.019
H -0.2260 2.3223 -5.4540  0.056
O 0.1830 0.2968 0.3490  -0.074
H -0.4263 -0.4976 0.3638  0.058
H 0.1336 0.6516 -0.5560  0.014
C 3.4463 2.7324 2.9508  -0.074
C 3.8328 1.8652 1.7438  -0.308
O 4.2487 0.5914 2.2661  -0.094
H 2.6551 2.1491 3.4583  0.052
H 3.0510 3.7328 2.7506  0.071
H 4.2442 2.7004 3.6916  0.071
H 4.6020 2.3033 1.1182  0.097
H 2.9888 1.8053 1.0519  0.085
H 3.9242 -0.0569 1.6280  0.029
C -3.3322 -2.7234 -1.3935  -0.078
C -2.8673 -2.3187 -0.0305  -0.238
O -1.3525 -2.3092 -0.0528  -0.137
H -3.0169 -1.9636 -2.1271  0.055
H -4.4679 -2.7583 -1.4319  0.100
H -2.8954 -3.6719 -1.6751  0.069
H -3.1108 -3.0474 0.7122  0.089
H -3.2143 -1.3340 0.3488  0.097
H -1.1210 -2.9185 0.6787  0.023
C -1.8982 -2.1042 3.4873  -0.054
C -0.7960 -2.9638 2.9898  -0.323
O -1.1539 -3.9223 2.0336  -0.075
H -2.1464 -1.3467 2.7582  0.052
H -1.4976 -1.6387 4.3606  0.076
H -2.7609 -2.6567 3.7826  0.083
H -0.2594 -3.3699 3.8345  0.101
H -0.0376 -2.3745 2.5287  0.097
H -1.9726 -4.3091 2.4056  0.121
C 1.7029 -7.4659 -0.0570  -0.076
C 1.4471 -6.6412 1.2029  -0.344
O 2.6327 -6.0577 1.6256  -0.067
H 0.8075 -8.0324 -0.3332  0.072
H 2.4924 -8.2300 0.1248  0.085
H 1.9799 -6.7760 -0.8590  0.068
H 1.1670 -7.3175 1.9752  0.098
H 0.7179 -5.8547 1.0464  0.096
H 2.5568 -5.8055 2.5284  0.067
C 4.5562 0.9435 -2.4382  -0.072
C 3.2315 0.5430 -3.0749  -0.329
O 2.8731 1.3226 -4.1986  -0.089
H 4.7116 0.4261 -1.4852  0.065
H 4.5955 2.0352 -2.1740  0.080
H 5.3685 0.7887 -3.1179  0.066
H 2.4120 0.5452 -2.3252  0.094
H 3.3357 -0.4965 -3.4010  0.110
H 3.1252 2.2578 -4.0015  0.104
C 2.2927 -1.0491 4.4026  -0.085
C 1.8368 -1.5640 5.7304  -0.312
O 1.5117 -2.9600 5.6264  -0.077
H 3.1053 -1.6288 3.9924  0.082
H 2.5538 0.0226 4.5370  0.080
H 1.4224 -0.9895 3.7150  0.063
H 0.9931 -0.9803 6.0129  0.095
H 2.6538 -1.4354 6.4477  0.114
H 1.0640 -3.2794 6.3913  0.064
C -2.0154 5.9890 -3.2224  -0.096
C -2.0771 6.3536 -1.7834  -0.316
O -0.9434 5.7801 -1.1642  -0.127
H -2.7856 6.4242 -3.9072  0.089
H -2.1021 4.9106 -3.3647  0.066
H -1.0084 6.3087 -3.5861  0.090
H -2.9618 5.8814 -1.2745  0.134
H -2.0929 7.4440 -1.6571  0.112
H -1.1749 5.4516 -0.2724  0.033
C 4.1996 -2.5995 -0.4755  -0.071
C 2.8079 -2.1407 -0.2272  -0.305
O 2.8946 -0.8334 0.3282  -0.124
H 4.1807 -3.6676 -0.7244  0.084
H 4.8331 -2.5105 0.4100  0.088
H 4.5763 -1.9895 -1.2858  0.063
H 2.2316 -2.7328 0.4589  0.102
H 2.2459 -2.0865 -1.2310  0.122
H 2.0118 -0.4347 0.4294  0.051
C -1.9976 1.7706 3.1668  -0.067
C -0.4836 2.0096 3.1416  -0.259
O -0.0993 2.7297 1.9311  -0.118
H -2.5075 2.6948 2.9862  0.061
H -2.3360 1.2720 4.1004  0.086
H -2.2524 1.0709 2.3384  0.065
H 0.0498 1.1174 3.1289  0.068
H -0.1492 2.5706 3.9982  0.111
H -0.1585 2.0264 1.2594  0.056
C 0.3826 -2.9129 -4.2671  -0.106
C 0.7619 -4.0115 -3.3277  -0.277
O -0.3191 -4.1896 -2.3242  -0.116
H -0.5545 -2.9927 -4.8577  0.087
H 1.1837 -2.7432 -4.9543  0.060
H 0.1973 -1.9424 -3.7655  0.072
H 1.7199 -3.7404 -2.8332  0.098
H 0.9853 -4.9227 -3.8413  0.098
H -0.2048 -3.4904 -1.6345  0.056
C -3.9985 0.4098 -3.0153  -0.073
C -3.7736 1.7844 -3.7178  -0.313
O -4.7278 2.7281 -3.2921  -0.092
H -4.9149 -0.0555 -3.4317  0.083
H -4.0354 0.5273 -1.9405  0.059
H -3.1891 -0.2079 -3.3863  0.056
H -3.8034 1.6561 -4.7782  0.098
H -2.7897 2.1571 -3.4944  0.089
H -5.6486 2.4342 -3.4549  0.096
C 3.1246 4.9499 -1.2208  -0.080
C 1.9934 4.0146 -0.9406  -0.302
O 1.0257 4.1444 -1.9884  -0.126
H 2.7541 6.0023 -1.2500  0.096
H 3.6100 4.7112 -2.1888  0.080
H 3.8303 4.8186 -0.4283  0.059
H 1.5132 4.2878 -0.0073  0.110
H 2.2815 2.9653 -0.9529  0.097
H 0.3070 4.7900 -1.8539  0.048
C -5.5413 0.2428 1.0464  -0.094
C -5.3048 -0.1844 2.4710  -0.300
O -6.2218 -1.2890 2.8167  -0.109
H -5.4256 -0.6574 0.4282  0.054
H -4.6896 0.8955 0.6633  0.096
H -6.5298 0.7000 0.9321  0.087
H -5.5409 0.5959 3.1508  0.100
H -4.3125 -0.5935 2.6450  0.075
H -6.1217 -1.7842 1.9607  0.079


(4)
Computed, not measured: the ion C4H12N3 with charge +1, with ωB97M-V/def2-TZVPD.

Summary:
* HOMO-LUMO gap: 10.7 eV
* electronic energy: -323.62248 Ha
* M: 102.2 g/mol
* lowest unoccupied orbital energy: -3.104 eV
* ΔE to the lowest compared entry with this formula, charge and spin: 146.5 kJ/mol
* HOMO: -13.85 eV
* net charge: +1
* SMILES: N/C=[NH+]\CCCN

Each line ends with the natural charge from an NBO analysis.
Cartesian coordinates (Å):
N 2.7084 0.0394 -0.7790  -0.729
C 2.0386 0.4878 0.2650  0.388
N 0.8105 0.1839 0.5565  -0.601
C 0.1739 -1.0650 0.1249  -0.231
C -0.9534 -0.6617 -0.8313  -0.427
C -1.9982 0.1118 -0.0128  -0.215
N -1.3976 1.2388 0.8328  -0.812
H 3.6842 0.2511 -0.9102  0.428
H 2.3289 -0.6130 -1.4523  0.415
H 2.6521 0.8341 1.0905  0.221
H -0.0463 0.9138 0.9184  0.450
H -0.2560 -1.6195 0.9570  0.220
H 0.9212 -1.7251 -0.3123  0.204
H -1.4894 -1.5510 -1.1826  0.239
H -0.5936 -0.1154 -1.6924  0.216
H -2.7322 0.6020 -0.6355  0.223
H -2.4238 -0.5683 0.7327  0.206
H -1.6994 1.1022 1.7835  0.397
H -1.7280 2.1542 0.5470  0.408